6
Properties=species:S:1:pos:R:3 method="wB97M-V/def2-TZVPD" smiles=O.O lumo_energy_ev=0.56 orbital_gap_ev=11.4588 e_tot_ha=-152.86943 total_charge=0
O 1.3266 -0.0946 -0.0458
H 1.8181 -0.1246 0.7734
H 1.7107 0.7267 -0.4617
O -1.5298 0.0459 0.0492
H -0.6773 0.5264 0.1017
H -1.2262 -0.7388 -0.4408